Computed, not measured: a structure of composition C38H74Br2F3NiO18S8 in a non-equilibrium geometry, with ωB97M-V/def2-TZVPD.

Calculated values
* molecular weight: 1351.02 g mol⁻¹
* frontier orbital gap (alpha / beta): 4.313 / 4.352 eV
* expectation value of S²: 2.01
* ΔE to the lowest compared entry with this formula, charge and spin: 21.4 kcal per mole
* strongest force on any atom: 0.0813 hartree/bohr
* HOMO (alpha / beta): -11.1129 / -11.1129 eV

Structure (ORCA input):
```
! wB97M-V def2-TZVPD RIJCOSX def2/J DEFGRID3
* xyz 1 3
Ni -5.826 5.991 1.276
C -0.455 2.613 1.534
O -0.751 2.126 0.232
O -1.567 3.505 1.651
C -0.310 1.575 2.692
F -1.301 0.677 2.839
F 0.758 0.783 2.633
F -0.331 2.131 3.877
C 0.297 1.777 -0.732
C -0.195 0.613 -1.503
H 0.176 0.516 -2.523
H 0.116 -0.261 -0.929
H -1.282 0.691 -1.524
H 1.233 1.608 -0.201
H 0.590 2.667 -1.289
H 0.504 3.128 1.475
C -0.859 -4.327 -9.042
C -1.184 -4.924 -10.374
C -0.923 -6.391 -10.505
S -1.322 -7.052 -8.796
O -0.113 -7.830 -8.448
O -2.695 -7.642 -8.659
C -1.408 -5.360 -8.056
H -1.293 -3.328 -9.026
H 0.216 -4.165 -8.971
H -0.637 -4.326 -11.103
H -2.246 -4.804 -10.588
H 0.075 -6.643 -10.863
H -1.552 -6.845 -11.269
H -1.014 -5.382 -7.040
H -2.485 -5.241 -7.942
C -0.795 -8.396 2.407
C 0.185 -9.489 2.401
C 1.522 -8.809 1.809
S 1.172 -6.967 1.451
O 0.580 -6.815 0.117
O 2.202 -6.036 1.867
C -0.214 -6.949 2.621
H -1.407 -8.738 3.241
H -1.609 -8.472 1.687
H -0.311 -10.348 1.950
H 0.221 -9.761 3.456
H 2.075 -9.258 0.983
H 2.242 -8.862 2.626
H -0.783 -6.052 2.376
H 0.393 -6.898 3.524
C 5.829 3.010 -10.156
C 6.224 4.455 -10.597
C 5.275 4.792 -11.756
S 3.677 4.028 -11.289
O 3.285 3.074 -12.395
O 2.875 5.121 -10.805
C 4.323 3.117 -9.813
H 6.337 2.888 -9.199
H 6.051 2.236 -10.891
H 7.227 4.747 -10.908
H 6.141 5.105 -9.726
H 5.480 4.285 -12.699
H 5.144 5.873 -11.800
H 3.827 2.244 -9.390
H 4.107 3.773 -8.969
C 6.800 -1.538 8.225
C 7.114 -2.616 7.074
C 8.439 -2.286 6.478
S 8.370 -0.413 6.243
O 7.895 -0.220 4.888
O 9.633 0.254 6.556
C 6.924 -0.245 7.460
H 7.578 -1.618 8.984
H 5.855 -1.680 8.750
H 6.268 -2.464 6.403
H 7.169 -3.566 7.605
H 8.573 -2.550 5.429
H 9.353 -2.451 7.049
H 6.080 -0.185 6.773
H 6.830 0.756 7.880
C -1.046 13.603 -0.249
C -0.126 12.393 -0.005
C -0.468 11.638 1.277
S -2.333 11.851 1.453
O -2.753 12.502 2.719
O -3.040 10.641 0.937
C -2.517 13.094 0.089
H -0.976 14.014 -1.256
H -0.695 14.469 0.313
H 0.941 12.615 -0.029
H -0.193 11.627 -0.777
H 0.015 12.072 2.152
H -0.224 10.585 1.138
H -3.212 13.904 0.312
H -2.945 12.629 -0.799
C -10.932 2.884 7.827
C -9.845 2.635 8.915
C -8.581 3.078 8.176
S -9.032 4.664 7.355
O -8.391 4.786 6.030
O -8.895 5.726 8.315
C -10.848 4.341 7.274
H -11.938 2.648 8.174
H -10.776 2.205 6.988
H -9.832 1.622 9.317
H -9.956 3.282 9.786
H -8.414 2.377 7.358
H -7.672 3.210 8.762
H -11.127 4.528 6.237
H -11.282 5.150 7.861
C 7.799 -5.307 -3.193
C 6.876 -5.012 -4.329
C 6.917 -6.387 -5.262
S 8.571 -7.210 -5.044
O 9.583 -6.964 -6.060
O 8.319 -8.541 -4.512
C 9.029 -6.104 -3.660
H 7.256 -6.010 -2.562
H 7.878 -4.308 -2.764
H 6.950 -4.220 -5.075
H 5.925 -4.741 -3.871
H 6.595 -6.274 -6.297
H 6.215 -7.103 -4.835
H 9.552 -5.244 -4.079
H 9.684 -6.445 -2.859
C -8.326 -2.526 -1.813
C -6.820 -2.978 -1.419
C -6.389 -2.135 -0.199
S -7.522 -0.624 -0.061
O -6.856 0.639 -0.251
O -8.192 -0.857 1.224
C -8.541 -1.035 -1.529
H -9.106 -3.099 -1.310
H -8.530 -2.676 -2.873
H -6.074 -2.725 -2.173
H -6.763 -4.044 -1.196
H -5.400 -1.679 -0.149
H -6.499 -2.586 0.787
H -8.374 -0.368 -2.375
H -9.488 -0.607 -1.199
Br -2.908 1.177 13.934
C -1.322 1.884 12.926
C 0.011 1.579 13.734
Br 1.272 2.955 13.018
H -1.534 2.944 12.784
H -1.572 1.447 11.959
H 0.388 0.611 13.402
H 0.117 1.842 14.786
*
```

Computed, not measured: a cluster of 12 separate species, C38H76Cl10O7 in total in a non-equilibrium geometry, with ωB97M-V/def2-TZVPD.

Calculated values
* molecular weight: 999.55 g mol⁻¹
* frontier orbital gap: 9.813 eV
* strongest force on any atom: 0.0550 hartree/bohr
* SMILES: C1CCOC1.C1CCOC1.C1CCOC1.C1CCOC1.C1CCOC1.C1CCOC1.C1CCOC1.ClCCCl.ClCCCl.ClCCCl.ClCCCl.ClCCCl
* HOMO: -9.3643 eV

Structure (ORCA input):
```
! wB97M-V def2-TZVPD RIJCOSX def2/J DEFGRID3
* xyz 0 1
C -1.052 3.015 4.887
C -0.542 4.275 4.161
C -0.997 4.046 2.710
O -1.019 2.589 2.544
C -0.683 2.006 3.821
H -2.151 3.048 4.984
H -0.532 2.807 5.823
H 0.552 4.317 4.236
H -0.874 5.243 4.461
H -0.308 4.522 1.981
H -1.991 4.364 2.488
H 0.395 1.818 3.804
H -1.136 1.020 3.897
C -1.774 4.923 -2.138
C -0.544 4.037 -2.490
C -0.558 2.989 -1.372
O -1.924 2.786 -0.990
C -2.687 3.842 -1.596
H -2.248 5.526 -2.926
H -1.475 5.522 -1.244
H 0.439 4.531 -2.590
H -0.775 3.591 -3.471
H 0.020 3.269 -0.497
H -0.139 2.034 -1.778
H -3.414 4.212 -0.844
H -3.273 3.357 -2.443
C -3.208 0.955 -4.610
C -3.198 0.573 -3.119
C -3.197 -0.978 -3.092
O -3.549 -1.313 -4.435
C -2.936 -0.330 -5.310
H -2.361 1.626 -4.808
H -4.161 1.388 -4.902
H -4.097 0.788 -2.561
H -2.364 1.009 -2.555
H -3.859 -1.469 -2.387
H -2.207 -1.403 -2.864
H -3.441 -0.390 -6.283
H -1.886 -0.574 -5.490
C 2.992 3.980 0.642
C 3.087 5.279 1.422
C 3.512 4.676 2.777
O 2.679 3.547 2.921
C 2.326 3.024 1.638
H 3.996 3.541 0.387
H 2.390 4.082 -0.253
H 2.211 5.908 1.514
H 3.923 5.849 1.114
H 3.323 5.349 3.588
H 4.571 4.418 2.674
H 1.234 2.912 1.620
H 2.721 1.993 1.523
C 2.274 -3.569 -1.819
C 3.679 -4.029 -2.191
C 3.908 -3.482 -3.636
O 2.646 -3.077 -4.118
C 1.673 -3.564 -3.197
H 2.335 -2.631 -1.244
H 1.771 -4.293 -1.153
H 3.714 -5.122 -2.312
H 4.518 -3.751 -1.523
H 4.385 -4.236 -4.239
H 4.517 -2.589 -3.614
H 1.351 -4.556 -3.438
H 0.777 -2.997 -3.304
C -5.206 -4.205 0.286
C -4.957 -4.812 -1.126
C -3.447 -4.544 -1.250
O -3.258 -3.204 -0.744
C -4.278 -3.002 0.264
H -4.857 -4.890 1.060
H -6.238 -3.854 0.445
H -5.476 -4.233 -1.904
H -5.115 -5.872 -1.311
H -3.125 -4.551 -2.287
H -2.935 -5.276 -0.622
H -4.885 -2.148 -0.082
H -3.916 -2.761 1.226
C -0.083 -0.797 -0.562
C 1.003 -0.039 0.221
C 0.587 -0.389 1.662
O 0.072 -1.742 1.610
C -0.470 -1.955 0.357
H 0.264 -1.103 -1.570
H -0.972 -0.221 -0.752
H 0.984 1.072 0.105
H 1.984 -0.445 0.093
H -0.249 0.193 2.071
H 1.413 -0.397 2.394
H -1.509 -2.123 0.478
H -0.025 -2.872 -0.047
Cl -1.138 -1.653 5.136
C -0.740 -3.140 4.111
C -2.016 -3.494 3.318
Cl -1.477 -4.831 2.138
H -0.441 -3.941 4.813
H 0.069 -2.898 3.476
H -2.247 -2.626 2.677
H -2.878 -3.852 3.913
Cl 5.634 -2.739 3.894
C 4.400 -3.555 2.971
C 3.133 -3.753 3.744
Cl 2.543 -2.193 4.429
H 4.809 -4.486 2.622
H 4.195 -2.943 2.061
H 3.315 -4.395 4.589
H 2.361 -4.175 3.065
Cl 5.098 -1.479 -0.239
C 4.400 -0.072 0.735
C 5.539 0.732 1.334
Cl 6.202 1.863 0.182
H 3.631 -0.408 1.405
H 3.861 0.564 0.025
H 6.353 0.096 1.701
H 5.210 1.300 2.179
Cl 2.879 2.250 -2.845
C 3.021 0.817 -3.875
C 1.724 0.060 -3.908
Cl 0.516 1.025 -4.753
H 3.796 0.177 -3.463
H 3.306 1.153 -4.879
H 1.420 -0.094 -2.872
H 1.953 -0.887 -4.433
Cl -5.871 1.875 1.302
C -4.196 2.126 0.814
C -3.434 0.878 0.953
Cl -3.498 -0.009 2.574
H -3.817 3.011 1.320
H -4.261 2.378 -0.238
H -2.369 1.154 0.995
H -3.647 0.100 0.229
*
```

Computed, not measured: a cluster of 13 separate species, C38H77N5O23 in total in a non-equilibrium geometry, with ωB97M-V/def2-TZVPD.

Calculated values
* molecular weight: 972.05 g mol⁻¹
* frontier orbital gap: 8.420 eV
* strongest force on any atom: 0.1409 hartree/bohr
* HOMO: -8.3725 eV

Structure (ORCA input):
```
! wB97M-V def2-TZVPD RIJCOSX def2/J DEFGRID3
* xyz 0 1
C 1.065 -5.263 -1.932
O 2.142 -4.462 -1.421
H 0.967 -6.136 -1.286
H 0.130 -4.702 -1.999
H 1.344 -5.683 -2.914
H 2.383 -3.847 -2.151
C 3.562 -2.013 -4.644
O 2.974 -2.589 -3.464
H 4.613 -1.813 -4.468
H 3.442 -2.740 -5.454
H 2.965 -1.161 -4.992
H 2.941 -1.840 -2.820
C 4.906 1.035 -2.041
O 6.016 1.553 -1.322
H 4.904 -0.040 -1.905
H 3.947 1.417 -1.662
H 4.927 1.263 -3.118
H 6.025 2.510 -1.450
C 0.410 -1.429 -7.131
C -0.310 -2.379 -6.262
C 0.064 -2.395 -4.750
O -1.192 -2.077 -4.063
C -2.194 -1.987 -4.954
O -3.290 -1.968 -4.671
O -1.718 -1.905 -6.204
H -0.131 -1.252 -8.063
H 1.328 -1.889 -7.547
H 0.711 -0.524 -6.614
H -0.424 -3.391 -6.648
H 0.740 -1.595 -4.452
H 0.416 -3.386 -4.475
C 5.116 1.683 5.878
C 3.864 0.961 5.419
C 2.755 1.794 4.767
O 2.525 1.150 3.526
C 3.344 0.110 3.384
O 3.323 -0.573 2.488
O 4.195 -0.008 4.405
H 4.846 2.520 6.538
H 5.734 2.064 5.073
H 5.660 1.006 6.535
H 3.502 0.436 6.311
H 3.105 2.823 4.656
H 1.814 1.792 5.300
C -3.701 0.108 6.873
C -3.039 0.702 5.666
C -1.734 -0.012 5.243
O -1.823 0.051 3.809
C -3.123 0.255 3.439
O -3.460 0.250 2.294
O -3.901 0.439 4.540
H -4.768 0.282 6.852
H -3.240 0.538 7.761
H -3.526 -0.969 6.866
H -2.880 1.761 5.864
H -1.626 -1.031 5.602
H -0.832 0.550 5.484
C -0.852 3.863 2.660
C -1.593 5.152 2.450
C -2.101 5.372 1.029
O -3.484 5.792 1.222
C -3.859 5.570 2.484
O -4.947 5.721 2.909
O -2.787 5.099 3.243
H -0.062 3.805 1.899
H -1.484 2.987 2.595
H -0.388 3.842 3.647
H -0.973 5.982 2.789
H -2.187 4.453 0.437
H -1.494 6.074 0.465
C 2.384 -3.871 2.468
C 0.981 -3.359 2.360
C -0.027 -4.401 1.887
O -1.162 -4.152 2.700
C -0.797 -3.419 3.749
O -1.464 -3.137 4.616
O 0.460 -2.990 3.651
H 3.031 -3.155 2.961
H 2.778 -4.043 1.459
H 2.420 -4.847 2.960
H 0.961 -2.534 1.649
H 0.345 -5.424 2.014
H -0.291 -4.301 0.839
C 2.196 5.488 1.562
O 1.423 6.346 1.189
N 2.633 4.415 0.848
C 3.680 3.567 1.312
C 2.209 4.197 -0.520
H 2.727 5.494 2.544
H 3.375 2.527 1.245
H 3.901 3.780 2.359
H 4.589 3.794 0.750
H 2.908 4.739 -1.176
H 2.271 3.131 -0.748
H 1.212 4.553 -0.751
C 0.140 3.970 -3.410
O -0.624 4.709 -2.922
N 0.315 2.700 -3.041
C 0.967 1.810 -3.948
C -0.360 2.057 -1.966
H 0.794 4.240 -4.244
H 1.564 1.055 -3.427
H 1.685 2.350 -4.577
H 0.230 1.332 -4.606
H -1.098 1.336 -2.342
H 0.348 1.519 -1.340
H -0.948 2.825 -1.464
C 1.906 -0.600 -0.329
O 2.528 -0.970 -1.284
N 0.633 -0.834 -0.122
C -0.106 -0.185 0.960
C -0.174 -1.530 -1.112
H 2.313 0.014 0.480
H -0.688 0.611 0.489
H 0.681 0.258 1.571
H -0.729 -0.881 1.508
H -0.628 -2.407 -0.634
H -1.035 -0.886 -1.313
H 0.420 -1.825 -1.958
C -5.788 1.849 -0.483
O -6.550 2.694 -0.712
N -4.823 1.437 -1.352
C -3.874 0.444 -1.039
C -4.686 2.032 -2.694
H -5.783 1.311 0.471
H -2.891 0.911 -1.138
H -3.948 -0.462 -1.641
H -3.979 0.091 -0.013
H -3.871 2.767 -2.678
H -4.456 1.226 -3.392
H -5.599 2.529 -2.978
C -3.158 -3.649 -1.981
O -3.207 -2.955 -1.030
N -2.850 -4.963 -1.916
C -2.994 -5.836 -3.048
C -2.441 -5.546 -0.675
H -3.342 -3.299 -3.000
H -3.409 -5.309 -3.904
H -3.712 -6.637 -2.810
H -2.060 -6.335 -3.333
H -1.535 -6.117 -0.867
H -2.294 -4.749 0.042
H -3.210 -6.201 -0.251
*
```